No. 1
{"formula": "C45H75N13O", "method": "wB97M-V/def2-TZVPD", "homo_ev": -8.062, "orbital_gap_ha": 0.304, "total_energy_ha": -2546.7105, "smiles": "c1cc[nH]c1.c1cc[nH]c1.c1cc[nH]c1.NC(N)=O.CCCC#N.CCCC#N.CCCC#N.CCCC#N.CCCC#N.CCCC#N.CCCC#N.CCCC#N", "species": ["C", "C", "C", "N", "C", "H", "H", "H", "H", "H", "C", "C", "C", "N", "C", "H", "H", "H", "H", "H", "C", "C", "C", "N", "C", "H", "H", "H", "H", "H", "N", "C", "N", "O", "H", "H", "H", "H", "C", "C", "C", "C", "N", "H", "H", "H", "H", "H", "H", "H", "C", "C", "C", "C", "N", "H", "H", "H", "H", "H", "H", "H", "C", "C", "C", "C", "N", "H", "H", "H", "H", "H", "H", "H", "C", "C", "C", "C", "N", "H", "H", "H", "H", "H", "H", "H", "C", "C", "C", "C", "N", "H", "H", "H", "H", "H", "H", "H", "C", "C", "C", "C", "N", "H", "H", "H", "H", "H", "H", "H", "C", "C", "C", "C", "N", "H", "H", "H", "H", "H", "H", "H", "C", "C", "C", "C", "N", "H", "H", "H", "H", "H", "H", "H"], "coordinates": [[17.699, -9.477, 8.595], [17.032, -10.196, 9.623], [16.942, -11.507, 9.222], [17.698, -11.621, 8.094], [18.221, -10.410, 7.726], [17.695, -8.401, 8.526], [16.446, -9.784, 10.429], [16.521, -12.373, 9.703], [17.853, -12.475, 7.590], [18.819, -10.352, 6.834], [19.495, -7.681, 5.743], [19.370, -7.197, 4.412], [20.585, -6.706, 4.034], [21.435, -6.806, 5.098], [20.800, -7.471, 6.105], [18.672, -8.061, 6.322], [18.453, -7.323, 3.854], [20.871, -6.326, 3.067], [22.395, -6.504, 5.012], [21.317, -7.730, 7.016], [20.695, -5.542, -0.342], [20.381, -6.899, -0.023], [19.485, -6.806, 1.020], [19.250, -5.513, 1.319], [19.981, -4.699, 0.474], [21.437, -5.267, -1.079], [20.739, -7.814, -0.457], [19.024, -7.581, 1.610], [18.623, -5.212, 2.051], [19.983, -3.626, 0.492], [21.254, -9.911, 3.947], [21.725, -10.478, 2.775], [22.163, -9.535, 1.847], [21.853, -11.681, 2.603], [21.022, -8.929, 3.924], [20.992, -10.427, 4.761], [22.585, -9.864, 1.004], [22.115, -8.580, 2.146], [17.592, -5.314, 8.644], [17.246, -5.471, 7.170], [15.908, -4.880, 6.732], [15.789, -3.445, 7.009], [15.710, -2.314, 7.200], [18.404, -6.002, 8.894], [16.764, -5.520, 9.325], [17.967, -4.312, 8.864], [17.322, -6.498, 6.823], [17.976, -4.930, 6.557], [15.020, -5.387, 7.112], [15.839, -4.921, 5.640], [27.024, -2.726, 4.691], [27.385, -4.196, 4.417], [26.412, -4.904, 3.473], [25.132, -5.231, 4.083], [24.136, -5.477, 4.582], [26.238, -2.624, 5.436], [26.732, -2.192, 3.786], [27.954, -2.270, 5.036], [27.445, -4.696, 5.386], [28.373, -4.259, 3.961], [26.852, -5.845, 3.126], [26.233, -4.355, 2.546], [18.335, -1.213, 5.989], [19.478, -2.198, 6.102], [19.877, -2.844, 4.758], [18.690, -3.287, 4.012], [17.721, -3.584, 3.465], [17.440, -1.656, 5.548], [18.571, -0.411, 5.280], [18.116, -0.790, 6.965], [19.304, -2.955, 6.874], [20.391, -1.705, 6.442], [20.495, -3.746, 4.798], [20.462, -2.100, 4.214], [22.757, -5.310, 9.562], [23.516, -4.168, 10.234], [24.110, -3.227, 9.159], [23.126, -2.412, 8.463], [22.375, -1.729, 7.934], [21.859, -4.945, 9.063], [22.513, -6.075, 10.305], [23.359, -5.820, 8.804], [24.309, -4.561, 10.866], [22.844, -3.549, 10.831], [24.663, -3.783, 8.410], [24.775, -2.563, 9.717], [25.826, -9.614, 7.549], [25.056, -10.500, 6.588], [24.424, -9.723, 5.421], [25.315, -8.942, 4.575], [25.989, -8.303, 3.913], [26.438, -10.153, 8.267], [25.159, -8.933, 8.091], [26.453, -8.908, 6.990], [24.227, -11.001, 7.090], [25.676, -11.264, 6.113], [23.704, -9.012, 5.850], [23.829, -10.391, 4.797], [12.571, -8.943, 9.029], [13.903, -8.502, 8.471], [14.383, -9.447, 7.381], [15.322, -8.931, 6.407], [16.034, -8.446, 5.656], [12.116, -8.277, 9.772], [12.611, -9.892, 9.572], [11.753, -8.997, 8.302], [14.579, -8.458, 9.327], [13.813, -7.482, 8.094], [13.481, -9.802, 6.867], [14.763, -10.366, 7.837], [14.191, -3.877, 1.935], [15.190, -4.976, 1.586], [15.150, -6.139, 2.579], [15.950, -7.310, 2.197], [16.610, -8.213, 1.963], [13.203, -4.186, 1.600], [14.503, -2.893, 1.599], [14.174, -3.796, 3.028], [16.221, -4.620, 1.599], [15.016, -5.357, 0.578], [14.115, -6.483, 2.652], [15.574, -5.919, 3.564], [18.495, -12.132, 3.859], [18.253, -10.914, 2.982], [18.437, -11.167, 1.493], [17.453, -12.134, 0.993], [16.713, -12.905, 0.587], [17.732, -12.899, 3.741], [18.511, -11.802, 4.904], [19.476, -12.570, 3.651], [18.869, -10.047, 3.230], [17.273, -10.497, 3.236], [19.381, -11.697, 1.297], [18.501, -10.253, 0.907]], "atomic_forces_ev_per_a": [[0.5, -0.1, 0.4], [-1.4, 0.0, -0.5], [0.8, 0.1, 0.3], [0.3, -0.3, -0.2], [-0.9, -0.1, -0.1], [0.5, 0.0, 0.0], [0.2, 0.1, 0.1], [-0.1, 0.0, 0.0], [0.1, 0.0, 0.0], [-0.1, 0.3, -0.1], [0.2, 0.2, -0.4], [-0.7, -0.5, 0.4], [-0.3, 0.4, -0.4], [0.1, -0.4, -0.7], [0.1, 0.3, 0.8], [0.2, -0.3, 0.1], [0.1, 0.2, -0.3], [0.3, 0.2, 0.2], [0.2, 0.0, 0.4], [0.0, 0.2, 0.1], [0.6, -0.3, -0.5], [-0.5, 0.9, 0.8], [0.1, -1.1, -0.1], [-0.1, 0.8, -0.2], [0.2, -0.8, 0.0], [-0.2, 0.3, 0.0], [0.1, 0.0, -0.1], [-0.1, 0.0, -0.2], [0.1, 0.2, -0.1], [-0.2, 0.1, 0.2], [0.5, 0.5, -1.0], [0.8, 0.1, 0.3], [-1.0, -0.8, 1.5], [-0.3, 0.2, 0.0], [-0.1, -0.1, 0.3], [-0.1, -0.5, -0.2], [0.1, 0.2, -0.2], [0.3, 0.3, -0.6], [0.3, -0.1, 0.1], [0.2, 0.5, -0.4], [-0.3, 0.3, -0.5], [0.0, 0.2, 0.4], [-0.1, -0.3, 0.1], [0.0, 0.0, 0.0], [-0.1, 0.0, -0.1], [-0.2, 0.1, 0.0], [-0.3, -0.1, 0.1], [0.2, -0.2, 0.2], [0.1, -0.1, 0.2], [0.0, -0.3, 0.0], [0.7, -0.4, -0.3], [-0.4, 0.6, -0.1], [0.3, -0.7, -0.3], [0.7, 0.3, -0.3], [-0.8, -0.2, 0.4], [0.0, 0.1, 0.0], [-0.1, -0.1, 0.0], [-0.3, 0.3, 0.3], [0.0, -0.3, -0.2], [0.0, 0.1, 0.0], [-0.2, -0.1, 0.2], [0.0, 0.3, 0.2], [0.0, 0.1, -0.7], [0.8, -0.4, 0.2], [-0.4, -0.3, -0.1], [0.0, 0.5, -0.2], [0.2, -0.2, 0.1], [0.0, -0.1, 0.5], [0.3, 0.1, 0.3], [-0.2, 0.1, -0.1], [-0.3, -0.1, -0.2], [-0.1, 0.1, 0.1], [0.2, 0.2, 0.5], [-0.3, -0.1, -0.4], [0.1, -0.3, 0.4], [-0.4, 0.0, -1.2], [0.3, -0.1, 1.0], [0.1, -0.1, 0.3], [-0.3, 0.2, -0.2], [-0.1, -0.1, 0.1], [-0.3, 0.1, -0.1], [0.1, 0.2, 0.0], [0.1, 0.1, 0.0], [0.0, -0.2, 0.3], [0.3, -0.1, 0.0], [0.2, 0.2, -0.5], [0.0, 0.9, -0.3], [0.1, 0.0, -0.7], [-0.8, 0.2, 0.6], [-0.4, -0.6, 0.6], [0.6, 0.5, -0.6], [0.0, -0.1, 0.0], [-0.1, -0.3, 0.1], [0.3, -0.4, 0.0], [0.1, -0.1, 0.0], [0.2, -0.1, 0.4], [0.0, 0.0, -0.2], [0.1, 0.0, -0.1], [-1.4, -0.1, 0.6], [-0.1, 0.7, 0.5], [-0.8, -1.1, 0.3], [-0.3, 0.1, 0.5], [0.5, 0.3, -0.6], [0.6, 0.3, 0.0], [0.2, -0.2, -0.4], [0.4, -0.3, -0.3], [0.4, 0.0, -0.3], [0.0, 0.0, -0.1], [0.2, 0.2, -0.4], [0.4, 0.2, 0.0], [0.5, -0.6, 0.9], [0.9, 0.0, -0.2], [-0.2, -0.7, -0.2], [-0.4, 0.6, -0.1], [0.4, -0.5, -0.2], [-0.1, 0.4, -0.1], [-0.2, 0.0, -0.5], [-0.2, 0.1, 0.0], [-0.1, 0.3, -0.1], [-0.1, -0.1, 0.0], [0.1, 0.0, 0.4], [-0.5, 0.5, 0.0], [0.7, 0.3, 0.2], [-0.4, 0.8, 0.3], [0.3, -1.0, -0.1], [0.2, 0.9, -0.2], [-0.5, -0.5, -0.1], [-0.1, 0.0, -0.1], [-0.1, -0.2, 0.0], [-0.1, -0.1, 0.0], [0.5, -0.4, 0.2], [-0.2, -0.3, -0.5], [0.2, 0.3, 0.4], [-0.5, 0.0, -0.1]]}

No. 2
{"formula": "C34H40CeN3O6PS", "method": "wB97M-V/def2-TZVPD", "homo_ev": [-12.795, -12.795], "e_above_lowest_kj_mol": 0.00, "orbital_gap_ha": [0.216, 0.216], "charge": 2, "total_energy_ha": -3149.6996, "species": ["Ce", "O", "C", "C", "C", "C", "C", "C", "C", "O", "N", "N", "C", "C", "C", "C", "C", "C", "N", "H", "H", "H", "H", "H", "H", "H", "H", "H", "H", "C", "C", "C", "C", "C", "C", "C", "C", "C", "C", "O", "O", "H", "H", "H", "H", "H", "H", "H", "H", "H", "H", "H", "C", "C", "C", "C", "C", "C", "C", "S", "C", "O", "H", "H", "H", "H", "H", "H", "H", "H", "H", "H", "C", "P", "C", "C", "O", "H", "H", "H", "H", "H", "H", "H", "H", "H"], "coordinates": [[-0.613, -0.063, -0.421], [-0.732, -3.346, -3.700], [0.575, -3.270, -4.025], [0.962, -3.912, -5.200], [2.272, -3.869, -5.623], [3.236, -3.190, -4.880], [2.872, -2.560, -3.715], [1.545, -2.583, -3.256], [1.213, -1.878, -2.014], [0.009, -1.953, -1.500], [2.190, -1.231, -1.403], [1.757, -0.472, -0.366], [2.538, -0.170, 0.606], [1.996, 0.668, 1.671], [2.716, 0.930, 2.829], [2.138, 1.704, 3.822], [0.863, 2.210, 3.621], [0.209, 1.898, 2.440], [0.746, 1.138, 1.489], [-0.851, -2.898, -2.849], [0.205, -4.443, -5.762], [2.552, -4.371, -6.540], [4.262, -3.163, -5.218], [3.605, -2.039, -3.115], [3.555, -0.545, 0.670], [3.714, 0.528, 2.946], [2.670, 1.909, 4.741], [0.381, 2.829, 4.364], [-0.788, 2.278, 2.241], [-8.135, 0.719, -3.863], [-6.725, 0.648, -3.355], [-5.794, -0.210, -3.925], [-4.496, -0.316, -3.444], [-3.543, -1.229, -4.168], [-4.141, 0.446, -2.313], [-5.052, 1.373, -1.757], [-4.681, 2.305, -0.628], [-6.322, 1.458, -2.297], [-2.834, 0.245, -1.658], [-1.787, -0.011, -2.328], [-2.759, 0.330, -0.376], [-8.290, 0.049, -4.705], [-8.384, 1.733, -4.174], [-8.829, 0.443, -3.067], [-6.081, -0.813, -4.779], [-4.092, -1.948, -4.774], [-2.885, -1.769, -3.498], [-2.907, -0.646, -4.839], [-3.627, 2.576, -0.663], [-4.869, 1.835, 0.338], [-5.276, 3.214, -0.682], [-7.020, 2.180, -1.888], [-3.852, -5.281, -2.901], [-3.540, -4.361, -1.760], [-4.430, -3.361, -1.373], [-4.112, -2.485, -0.349], [-2.885, -2.607, 0.291], [-1.980, -3.598, -0.077], [-2.319, -4.472, -1.092], [-2.484, -1.520, 1.657], [-2.449, -2.790, 2.945], [-0.998, -1.192, 1.457], [-4.883, -5.172, -3.232], [-3.682, -6.321, -2.621], [-3.187, -5.051, -3.735], [-5.383, -3.266, -1.877], [-4.816, -1.721, -0.042], [-1.030, -3.694, 0.435], [-1.628, -5.255, -1.377], [-1.912, -3.661, 2.581], [-3.478, -3.041, 3.199], [-1.942, -2.361, 3.809], [0.106, 4.627, -1.974], [0.073, 2.853, -2.289], [1.747, 2.315, -2.704], [-0.947, 2.594, -3.754], [-0.422, 2.118, -1.050], [0.459, 5.177, -2.845], [0.758, 4.826, -1.124], [-0.905, 4.953, -1.725], [2.141, 2.882, -3.546], [1.735, 1.253, -2.963], [2.390, 2.461, -1.835], [-0.505, 3.114, -4.603], [-1.952, 2.976, -3.569], [-1.011, 1.528, -3.964]], "atomic_forces_ev_per_a": [[2.0, 0.2, 0.5], [-0.1, 0.0, 0.2], [0.4, 0.1, 0.0], [-0.1, 0.0, 0.0], [-0.1, 0.0, 0.0], [0.1, 0.0, 0.0], [0.0, 0.0, 0.0], [-0.4, -0.1, -0.1], [0.9, -0.3, 0.1], [-0.1, 0.6, 0.0], [0.3, 0.1, -0.5], [0.0, -0.3, 0.3], [-0.1, -0.1, -0.2], [-0.1, 0.2, 0.4], [0.1, -0.1, -0.2], [-0.2, 0.1, 0.0], [0.1, -0.1, 0.0], [-0.1, 0.0, -0.1], [0.1, -0.2, -0.1], [-0.1, 0.0, 0.1], [0.0, 0.0, 0.0], [0.0, 0.0, 0.0], [0.0, 0.0, 0.0], [0.0, 0.0, -0.1], [0.0, 0.0, -0.2], [0.0, 0.0, 0.0], [0.0, 0.0, 0.0], [0.0, 0.0, 0.0], [0.0, 0.0, 0.0], [0.1, 0.0, 0.0], [-0.1, 0.0, 0.0], [0.0, 0.0, 0.0], [0.1, 0.0, -0.1], [-0.1, 0.0, 0.0], [0.2, 0.0, 0.2], [0.0, 0.0, 0.1], [0.0, -0.1, 0.0], [0.1, 0.0, 0.0], [-2.0, 0.5, -1.5], [-0.1, -0.2, 0.0], [-0.2, 0.2, 0.3], [0.0, 0.0, 0.0], [0.0, 0.0, 0.0], [0.0, 0.0, 0.0], [0.0, 0.0, 0.0], [0.0, 0.0, 0.0], [0.0, -0.1, 0.0], [0.0, 0.0, 0.0], [0.0, 0.1, 0.1], [0.0, 0.0, 0.0], [0.0, 0.0, 0.0], [0.0, 0.0, 0.0], [0.0, 0.0, 0.0], [0.0, 0.0, -0.1], [0.0, 0.0, 0.0], [-0.1, 0.2, 0.2], [0.0, 0.2, 0.1], [0.0, -0.1, 0.1], [0.0, 0.1, 0.0], [-1.5, -1.8, 0.7], [0.3, 0.4, 0.0], [0.4, 0.3, 0.0], [0.0, 0.0, 0.0], [0.0, 0.0, 0.0], [0.0, 0.0, 0.0], [0.0, 0.0, 0.0], [0.0, 0.0, -0.1], [0.0, 0.0, -0.1], [0.0, 0.0, 0.0], [0.0, 0.0, 0.0], [0.0, 0.0, -0.1], [-0.1, 0.0, 0.0], [0.0, -0.4, 0.1], [0.6, 1.0, -1.1], [-0.4, 0.0, 0.2], [0.1, -0.1, 0.5], [-0.1, -0.5, 0.2], [0.0, 0.0, 0.0], [0.0, 0.0, 0.0], [0.0, 0.0, 0.0], [0.0, 0.0, 0.0], [0.0, 0.0, 0.0], [0.0, 0.0, 0.0], [0.0, 0.0, 0.0], [0.0, 0.0, 0.0], [0.0, 0.0, -0.1]]}

Computed values of M (unit: g mol⁻¹) for the preceding records, in sequence: 814.2, 789.9.